[1]
Below is a structure of composition C8H10 at a distorted geometry, with properties calculated with ωB97M-V/def2-TZVPD.

Each line ends with the natural charge from an NBO analysis.
Cartesian coordinates (Å):
C -1.139 0.734 -0.199  -0.02
C -2.416 0.954 -0.362  -0.41
C -0.076 -0.068 -1.000  -0.43
C -0.033 1.231 0.533  -0.22
C 0.210 -1.385 -0.546  0.16
C 0.978 0.676 -0.233  0.11
C -0.654 -1.978 0.490  -0.77
C 2.394 1.152 -0.298  -0.65
H -2.841 1.721 0.226  0.19
H -3.124 0.581 -1.078  0.21
H -0.050 -0.003 -2.129  0.24
H -0.022 1.846 1.440  0.20
H -1.509 -1.373 1.028  0.20
H -0.129 -2.636 1.053  0.23
H -1.319 -2.600 -0.111  0.28
H 3.203 0.300 -0.334  0.24
H 2.362 1.654 0.695  0.23
H 2.571 1.887 -1.067  0.23

Calculated values
E_HOMO, eV: -7.70
Relative energy (zero: lowest compared OMol25 entry of this formula, charge and spin), kcal per mole: 157.7

---

[2]
Below is a structure of composition C14H18CuN3O2PS2, with properties calculated with ωB97M-V/def2-TZVPD.

Each line ends with the natural charge from an NBO analysis.
Cartesian coordinates (Å):
Cu -1.672 -0.709 -1.461  0.70
O 2.912 -1.325 -2.429  -0.70
C 3.366 -1.397 -1.167  0.34
C 4.742 -1.541 -0.969  -0.29
C 5.259 -1.619 0.308  -0.19
C 4.418 -1.557 1.416  -0.28
C 3.056 -1.414 1.221  -0.16
C 2.506 -1.331 -0.057  -0.16
C 1.034 -1.163 -0.260  0.59
O 0.600 -1.081 -1.456  -0.79
N 0.311 -1.089 0.838  -0.50
N -1.035 -0.943 0.559  -0.39
C -1.749 -0.710 1.580  -0.10
S -1.081 -0.618 3.220  0.26
C -2.647 -0.082 3.972  -0.55
C -3.792 -0.695 3.188  -0.54
S -3.474 -0.405 1.430  0.29
H 1.918 -1.242 -2.337  0.52
H 5.380 -1.590 -1.843  0.21
H 6.329 -1.732 0.444  0.20
H 4.824 -1.619 2.418  0.20
H 2.376 -1.361 2.061  0.23
H -2.707 1.006 3.949  0.21
H -2.648 -0.416 5.010  0.22
H -4.748 -0.231 3.432  0.22
H -3.857 -1.768 3.372  0.22
N -3.805 -2.327 -3.007  -0.60
C -2.989 -1.757 -2.412  -0.21
C -2.509 2.753 -2.058  -0.94
P -1.226 1.530 -1.597  0.82
C 0.117 1.971 -2.757  -0.94
C -0.599 2.251 -0.038  -0.95
H -2.119 3.774 -2.068  0.20
H -3.332 2.684 -1.346  0.23
H -2.902 2.502 -3.044  0.24
H 0.367 3.033 -2.710  0.21
H -0.189 1.712 -3.771  0.24
H 0.993 1.371 -2.509  0.25
H -0.296 3.294 -0.160  0.21
H 0.247 1.658 0.316  0.25
H -1.381 2.184 0.721  0.23

Calculated values
E_HOMO, eV: -4.58
Charge: -1
Relative energy (zero: lowest compared OMol25 entry of this formula, charge and spin), kcal per mole: 0.0

---

[3]
Below is a structure of composition C27H35AsF4MoN4O6SSi at a distorted geometry, with properties calculated with ωB97M-V/def2-TZVPD.

Each line ends with the Löwdin spin population.
Cartesian coordinates (Å):
Mo -0.132 0.168 -0.269  0.86
C 2.190 2.582 -2.207  0.00
C 2.204 1.106 -2.586  0.00
N 1.954 0.091 -1.514  0.00
C 2.022 -1.261 -2.152  0.00
C 3.274 -1.576 -2.970  0.00
C 2.960 0.218 -0.430  0.00
C 2.393 -0.379 0.840  0.01
N 1.240 0.431 1.253  0.05
C 1.266 1.128 2.440  0.01
C 0.258 2.063 2.745  0.01
F -0.740 2.238 1.874  0.01
C 0.226 2.813 3.894  0.00
F -0.776 3.686 4.053  0.00
C 1.191 2.692 4.872  0.01
C 2.170 1.761 4.629  0.00
F 3.130 1.554 5.542  0.00
C 2.211 1.000 3.475  0.01
F 3.212 0.089 3.425  0.00
H 2.128 3.165 -3.127  0.00
H 3.101 2.883 -1.688  0.00
H 1.337 2.841 -1.596  0.00
H 3.188 0.891 -3.005  0.00
H 1.454 0.918 -3.356  0.00
H 1.147 -1.357 -2.786  0.00
H 1.912 -2.003 -1.365  0.00
H 3.285 -1.051 -3.925  0.00
H 3.278 -2.646 -3.181  0.00
H 4.200 -1.345 -2.443  0.00
H 3.143 1.273 -0.253  0.00
H 3.906 -0.254 -0.700  0.00
H 3.179 -0.434 1.577  0.00
H 2.051 -1.403 0.651  0.00
H 1.169 3.279 5.778  0.00
C 1.192 -3.158 3.281  0.00
C -0.230 -2.884 2.878  0.00
C -1.283 -3.623 3.387  0.00
C -2.569 -3.356 2.927  0.00
C -2.768 -2.355 2.003  0.00
C -1.649 -1.645 1.565  0.00
N -0.419 -1.923 1.967  0.00
N -1.767 -0.572 0.650  0.02
Si -4.392 2.588 -0.370  0.00
C -4.104 2.014 1.365  0.00
C -4.175 4.422 -0.664  0.00
C -6.117 2.118 -0.913  0.00
H 1.232 -3.757 4.190  0.00
H 1.735 -2.226 3.445  0.00
H 1.703 -3.711 2.488  0.00
H -1.101 -4.393 4.125  0.00
H -3.411 -3.923 3.303  0.00
H -3.745 -2.101 1.620  0.00
H -3.043 2.032 1.611  0.00
H -4.458 0.984 1.465  0.00
H -4.644 2.640 2.084  0.00
H -3.439 4.870 0.009  0.00
H -5.121 4.956 -0.544  0.00
H -3.826 4.578 -1.687  0.00
H -6.258 1.034 -0.885  0.00
H -6.308 2.453 -1.937  0.00
H -6.868 2.578 -0.262  0.00
O -1.396 0.973 -3.200  0.01
As -2.996 1.843 -3.047  0.01
O -3.310 1.741 -1.319  0.00
O -0.477 1.716 -0.739  -0.02
C -4.102 0.272 -3.447  0.04
C -5.191 0.411 -4.303  0.01
C -6.073 -0.643 -4.518  -0.01
C -5.870 -1.850 -3.873  0.02
C -4.776 -2.013 -3.023  0.04
C -3.925 -0.948 -2.808  0.38
S -2.119 -1.575 -1.764  0.25
O -2.388 -2.992 -1.805  0.06
O -2.754 -0.932 -0.325  0.03
O -0.553 -1.443 -1.248  0.17
H -1.460 0.454 -4.012  0.00
H -5.350 1.364 -4.799  0.00
H -6.916 -0.514 -5.187  0.00
H -6.552 -2.676 -4.035  0.00
H -4.589 -2.959 -2.530  0.01

Calculated values
<S²>: 2.0175
Multiplicity: 3
E_HOMO (spin up / spin down), eV: -7.56 / -7.94
Relative energy (zero: lowest compared OMol25 entry of this formula, charge and spin), kcal per mole: 132.0

---

no.,total energy (hartree),molar mass (g mol⁻¹)
1,-310.5843,106.2
2,-3637.3612,419.0
3,-5111.3970,818.6